(1)
Computed, not measured: a cluster of 14 separate species, C38H104IN2O15S13Si in total, with ωB97M-V/def2-TZVPD.

Last column: Löwdin charge in e.
Cartesian coordinates (Å):
I (-1.10, 0.15, 1.59)  0.960
S (0.68, 3.47, 9.00)  0.812
S (-10.42, -0.16, -4.56)  0.828
S (2.10, 3.58, 5.09)  0.810
S (-2.01, -2.40, -4.47)  0.780
S (3.00, -10.46, -1.39)  0.813
S (5.95, 1.24, 1.07)  0.847
S (-3.04, -5.08, -1.42)  0.789
S (-5.04, 1.04, -3.36)  0.811
S (8.22, 3.65, -2.51)  0.803
S (-0.21, 7.80, 1.32)  0.815
S (4.53, 2.70, 13.19)  0.816
S (-9.00, -4.37, -6.84)  0.777
S (-1.61, -7.97, -4.07)  0.781
Si (2.20, 3.72, -0.90)  0.547
O (-0.02, 4.42, 8.08)  -0.575
O (1.02, 7.10, 1.77)  -0.568
O (2.05, -3.31, -0.26)  0.121
O (8.08, 3.41, -1.05)  -0.566
O (2.23, -10.32, -2.65)  -0.562
O (-2.08, -7.16, -5.23)  -0.552
O (5.00, 0.50, 0.17)  -0.581
O (3.84, 2.65, 11.86)  -0.567
O (-2.45, -1.46, -5.53)  -0.552
O (1.00, -2.90, 1.64)  0.103
O (-3.84, -4.10, -2.20)  -0.549
O (2.62, 2.98, 3.83)  -0.587
O (-10.01, -5.45, -6.73)  -0.544
O (-9.02, -0.29, -4.08)  -0.571
O (-4.20, 2.08, -2.68)  -0.574
N (1.41, 1.10, -0.62)  0.118
N (2.16, 0.31, -3.02)  -0.022
C (2.59, 1.87, -1.15)  -0.275
C (0.60, 4.12, -1.83)  -0.148
C (-5.65, 1.79, -4.87)  -0.255
C (-10.98, -1.83, -4.84)  -0.266
C (-1.43, 7.59, 2.61)  -0.265
C (1.72, -2.51, 0.58)  -0.522
C (6.07, 3.58, 12.93)  -0.269
C (-2.11, -4.11, -0.24)  -0.259
C (2.86, 1.54, -2.62)  -0.185
C (-1.88, 0.80, -1.25)  -0.170
C (0.37, 3.11, 5.19)  -0.267
C (7.58, 0.63, 0.68)  -0.260
C (-7.99, -4.72, -8.27)  -0.266
C (4.48, -9.46, -1.58)  -0.270
C (-4.15, -5.83, -0.23)  -0.257
C (-7.73, -4.71, -5.61)  -0.258
C (0.18, -7.94, -4.08)  -0.263
C (2.01, 4.02, 0.91)  -0.167
C (-2.21, -4.07, -5.09)  -0.273
C (2.21, -9.39, -0.18)  -0.272
C (3.61, 4.72, -1.64)  -0.152
C (1.61, 4.47, 10.16)  -0.264
C (2.39, -0.70, -1.98)  -0.142
C (0.07, 9.55, 1.59)  -0.266
C (-0.21, -2.41, -4.51)  -0.270
C (5.78, 0.50, 2.69)  -0.253
C (-6.62, 0.98, -2.54)  -0.271
C (-0.55, 2.91, 10.18)  -0.262
C (3.72, 4.00, 14.13)  -0.271
C (9.95, 4.02, -2.81)  -0.266
C (7.61, 5.31, -2.82)  -0.260
C (1.81, 5.31, 4.75)  -0.252
C (2.06, -1.03, 0.48)  -0.051
C (1.45, -0.41, -0.80)  -0.362
C (-1.74, -9.71, -4.49)  -0.262
C (-11.44, 0.18, -3.12)  -0.267
C (0.05, -0.90, -1.18)  -0.163
C (-1.23, -0.37, -0.51)  -0.679
H (-1.95, -1.19, -0.52)  0.056
H (-10.80, -2.43, -3.95)  0.064
H (-3.27, -4.27, -5.19)  0.056
H (10.27, 4.80, -2.12)  0.061
H (2.03, 3.83, 10.93)  0.021
H (4.20, -8.46, -1.90)  0.057
H (5.87, 4.52, 12.42)  0.059
H (6.54, 5.31, -2.63)  0.029
H (2.42, 4.95, 9.60)  0.056
H (8.29, 1.05, 1.40)  0.065
H (-0.84, 10.10, 1.39)  0.057
H (1.34, 1.30, 0.38)  0.100
H (5.02, -9.43, -0.64)  0.054
H (3.43, 1.65, -0.49)  0.083
H (-8.61, -4.61, -9.15)  0.050
H (-1.57, -4.74, 0.47)  0.063
H (-11.18, 1.18, -2.76)  0.049
H (-2.80, -3.45, 0.29)  0.061
H (0.56, 1.45, -1.06)  0.116
H (-10.41, -2.22, -5.67)  0.005
H (-7.62, -5.75, -8.21)  0.059
H (1.75, -0.50, 1.37)  0.072
H (3.31, 5.13, -2.61)  0.036
H (10.51, 3.11, -2.62)  0.051
H (0.12, -2.60, -5.53)  0.061
H (0.95, 5.23, 10.58)  0.062
H (-1.35, 1.75, -1.13)  0.058
H (-6.37, 1.11, -5.33)  0.055
H (-7.04, 1.98, -2.48)  0.063
H (1.31, 5.75, 5.61)  0.055
H (-0.10, 3.35, 4.23)  0.052
H (7.57, -0.46, 0.72)  0.062
H (1.23, -9.82, 0.05)  0.049
H (2.97, 3.99, 1.43)  0.042
H (0.78, 4.90, -2.57)  0.037
H (7.81, 5.58, -3.85)  0.058
H (2.14, -1.69, -2.35)  0.129
H (-1.72, -4.16, -6.06)  0.067
H (-1.27, 2.29, 9.63)  0.050
H (-2.80, -9.95, -4.59)  0.050
H (1.32, 3.32, 1.41)  0.025
H (-7.16, -4.01, -8.31)  0.056
H (1.58, 5.02, 1.05)  0.012
H (-7.27, 0.32, -3.12)  0.009
H (5.10, -9.94, -2.34)  0.051
H (2.57, 2.36, -3.28)  0.110
H (0.17, -3.17, -3.83)  0.051
H (-11.22, -0.56, -2.35)  0.059
H (-2.31, 8.19, 2.39)  0.056
H (-3.58, -6.47, 0.45)  0.055
H (-12.49, 0.15, -3.41)  0.055
H (-1.06, 3.77, 10.61)  0.060
H (-4.80, 1.94, -5.54)  0.052
H (-1.23, -9.90, -5.43)  0.061
H (6.55, 3.75, 13.89)  0.056
H (-6.12, 2.74, -4.63)  0.059
H (8.10, 6.00, -2.13)  0.063
H (-1.39, -3.52, -0.81)  0.024
H (3.95, 1.41, -2.73)  0.128
H (0.56, -8.60, -3.30)  0.024
H (-0.06, 2.31, 10.95)  0.057
H (-4.68, -5.05, 0.32)  0.060
H (6.55, 0.91, 3.35)  0.060
H (1.21, 5.41, 3.85)  0.035
H (2.81, -9.36, 0.73)  0.054
H (4.52, 4.14, -1.77)  0.024
H (0.34, 2.03, 5.36)  0.050
H (-12.04, -1.84, -5.09)  0.061
H (3.68, 4.91, 13.54)  0.058
H (7.82, 0.99, -0.31)  0.029
H (-1.78, -4.78, -4.38)  0.021
H (0.13, -1.42, -4.20)  0.019
H (0.06, -1.99, -1.13)  0.100
H (-4.86, -6.44, -0.79)  0.053
H (-6.91, -4.00, -5.73)  0.056
H (2.09, -8.39, -0.60)  0.055
H (2.78, 5.78, 4.60)  0.056
H (-6.47, 0.57, -1.54)  0.051
H (0.79, -2.15, 2.21)  0.062
H (2.61, -0.03, -3.86)  0.122
H (-2.02, 0.55, -2.31)  0.085
H (-1.70, 6.54, 2.64)  0.049
H (3.81, 5.56, -0.97)  0.044
H (4.26, 4.16, 15.06)  0.055
H (-2.88, 0.97, -0.84)  0.064
H (5.89, -0.58, 2.60)  0.060
H (-0.99, 7.88, 3.57)  0.060
H (-0.09, 3.63, 6.02)  0.018
H (-8.18, -4.59, -4.63)  0.049
H (-7.38, -5.73, -5.74)  0.059
H (-0.17, 4.47, -1.13)  0.038
H (6.70, 2.95, 12.31)  0.051
H (4.80, 0.76, 3.07)  0.044
H (0.85, 9.87, 0.90)  0.052
H (3.16, -0.95, 0.43)  0.114
H (3.44, -0.73, -1.66)  0.129
H (10.08, 4.32, -3.85)  0.056
H (2.71, 3.66, 14.35)  0.050
H (0.50, -6.91, -3.89)  0.045
H (0.18, 3.27, -2.38)  0.028
H (-1.30, -10.30, -3.69)  0.056
H (-0.07, -0.65, -2.24)  0.101
H (0.40, 9.70, 2.62)  0.061
H (0.55, -8.26, -5.06)  0.065

Computed properties:
HOMO-LUMO gap = 8.24 eV
calculated total energy = -8511.47310 Ha
relative energy (zero: lowest compared OMol25 entry of this formula, charge and spin) = 0.0 kcal per mole
HOMO level = -9.72 eV
LUMO = -1.479 eV
charge = +1

=====

(2)
Computed, not measured: a cluster of 14 separate species, C38H104O18 in total, with ωB97M-V/def2-TZVPD.

Last column: Löwdin charge in e.
Cartesian coordinates (Å):
O (0.68, 2.32, -0.01)  -0.065
O (0.65, -5.02, -3.65)  -0.057
O (1.86, -3.62, 4.88)  -0.042
O (5.35, 1.14, -5.01)  -0.054
O (-6.05, 1.81, -0.18)  -0.062
O (1.24, 2.82, 7.33)  -0.090
O (8.08, -2.63, 1.70)  -0.050
O (0.83, -3.07, -7.08)  -0.069
O (-5.48, 0.94, -4.09)  -0.066
O (4.24, 3.29, -1.47)  -0.083
O (-4.53, 5.36, 4.54)  -0.059
O (6.58, 4.77, 0.94)  -0.069
O (4.00, 1.73, 6.82)  -0.078
O (-2.05, 4.48, 2.74)  -0.088
O (-1.97, -5.24, 3.90)  -0.065
O (-1.38, -1.62, -5.46)  -0.060
O (-2.55, 2.42, 5.92)  -0.056
O (-2.53, 6.07, -5.29)  -0.072
C (1.30, -5.84, -2.68)  -0.480
C (-0.23, -1.04, -6.07)  -0.249
C (-2.92, 5.62, 2.78)  -0.226
C (3.09, 2.14, 5.79)  -0.192
C (2.07, -6.98, -3.32)  -0.070
C (1.19, 0.23, 1.19)  -0.061
C (6.50, -1.92, 0.19)  -0.058
C (-1.95, -5.35, 1.58)  -0.059
C (-2.89, 5.19, -3.12)  -0.084
C (-6.25, 0.93, -5.32)  -0.483
C (5.47, 4.03, 0.49)  -0.253
C (-3.12, 1.17, 6.32)  -0.517
C (-4.35, 5.22, 3.13)  -0.240
C (2.24, -4.90, -1.92)  -0.067
C (6.15, 0.06, -4.68)  -0.482
C (-8.27, 2.53, 0.00)  -0.063
C (4.20, -3.98, 4.65)  -0.059
C (5.19, -1.08, -4.58)  -0.079
C (-7.33, 1.99, -5.20)  -0.053
C (-6.67, -0.46, -5.75)  -0.058
C (-4.26, 0.72, 5.45)  -0.053
C (-7.25, 1.49, 0.50)  -0.497
C (2.20, 3.35, 6.38)  -0.190
C (2.80, -4.51, 4.33)  -0.532
C (0.60, 0.89, -0.06)  -0.469
C (7.09, -0.19, -5.94)  -0.046
C (5.05, 4.35, -1.00)  -0.213
C (-2.18, 4.95, -4.43)  -0.471
C (0.26, -1.77, -7.28)  -0.254
C (-4.18, -5.37, 2.85)  -0.056
C (2.74, -5.85, 4.92)  -0.077
C (-3.47, 1.23, 7.75)  -0.066
C (-0.92, 0.63, -0.22)  -0.050
C (-7.71, 0.05, 0.33)  -0.049
C (-0.70, 5.10, -4.20)  -0.061
C (-2.77, -4.89, 2.76)  -0.522
C (7.65, -1.51, 1.01)  -0.545
C (8.90, -1.14, 0.17)  -0.058
H (9.65, -0.82, 0.89)  0.074
H (0.75, -3.58, -7.89)  0.081
H (7.80, 0.61, -6.10)  0.067
H (4.68, 4.05, 1.24)  0.119
H (-0.54, -1.92, -8.01)  0.120
H (-4.03, -6.44, 3.02)  0.086
H (-4.96, 5.91, 2.55)  0.113
H (1.71, -6.16, 5.09)  0.079
H (-4.52, -0.34, 5.55)  0.085
H (2.75, 4.14, 6.88)  0.109
H (-4.60, 4.26, 2.67)  0.119
H (2.42, 1.31, 5.55)  0.110
H (-0.23, 4.14, -4.00)  0.079
H (7.32, 4.57, 0.37)  0.084
H (-1.45, -6.30, 1.69)  0.083
H (-8.83, 2.27, -0.90)  0.072
H (-1.71, 2.54, 6.37)  0.080
H (-4.74, -5.13, 1.94)  0.087
H (9.33, -1.78, -0.59)  0.082
H (5.17, -1.67, -5.50)  0.078
H (-3.95, 5.07, -3.37)  0.073
H (4.90, -4.49, 3.99)  0.082
H (-7.05, 1.73, 1.55)  0.130
H (-8.20, 1.53, -4.72)  0.075
H (-2.54, 3.99, -4.82)  0.133
H (5.87, 4.59, -1.68)  0.119
H (-1.17, -0.43, -0.23)  0.074
H (-5.91, -1.24, -5.69)  0.079
H (-7.96, -0.14, -0.72)  0.081
H (0.63, -6.31, -1.95)  0.132
H (-6.19, 1.57, -1.10)  0.075
H (6.13, -0.97, -0.19)  0.084
H (-7.11, 2.96, -4.75)  0.079
H (-5.17, 1.26, 5.69)  0.081
H (4.44, -4.10, 5.71)  0.081
H (-7.09, -0.41, -6.75)  0.083
H (5.70, -2.32, 0.81)  0.082
H (-1.19, 1.09, -1.17)  0.075
H (7.60, -1.14, -5.81)  0.070
H (-1.48, 1.18, 0.54)  0.076
H (-0.37, 0.02, -6.30)  0.124
H (-2.54, -5.41, 0.66)  0.077
H (-3.97, 4.69, 4.94)  0.063
H (3.66, 2.42, 4.91)  0.111
H (2.93, -4.41, -2.61)  0.075
H (1.49, -7.43, -4.13)  0.079
H (-2.73, 6.18, -2.69)  0.083
H (-4.31, 1.89, 7.98)  0.089
H (6.88, -2.66, -0.52)  0.094
H (-2.66, 1.44, 8.45)  0.083
H (3.04, -6.77, -3.77)  0.080
H (2.65, -4.42, 3.26)  0.137
H (1.67, 3.87, 5.58)  0.106
H (-6.88, -0.60, 0.63)  0.077
H (-1.22, -4.56, 1.43)  0.077
H (1.24, -4.99, -4.41)  0.079
H (4.42, 5.24, -0.98)  0.112
H (0.57, -1.05, -5.33)  0.118
H (-2.63, 4.57, -2.27)  0.081
H (-4.69, -4.89, 3.68)  0.084
H (-3.85, 0.24, 8.02)  0.083
H (-0.51, 5.76, -3.36)  0.083
H (-1.10, -2.49, -5.17)  0.078
H (6.70, 0.22, -3.75)  0.132
H (-3.48, 6.14, -5.42)  0.075
H (-8.51, -0.11, 1.05)  0.079
H (1.01, -1.13, -7.75)  0.115
H (1.01, -0.84, 1.11)  0.076
H (2.22, 0.58, 1.32)  0.072
H (8.78, -2.36, 2.30)  0.090
H (-2.57, 6.29, 3.56)  0.117
H (-7.46, -0.84, -5.09)  0.077
H (-4.70, 0.44, -4.34)  0.076
H (-0.28, 5.45, -5.14)  0.081
H (4.30, -2.93, 4.38)  0.075
H (0.72, 0.53, 2.13)  0.072
H (-9.00, 2.47, 0.80)  0.069
H (-2.30, 0.47, 6.11)  0.136
H (-2.25, -6.09, 4.27)  0.080
H (3.47, 1.44, 7.57)  0.064
H (3.21, -5.97, 5.89)  0.083
H (4.23, -0.94, -4.09)  0.081
H (-2.23, 3.89, 3.48)  0.055
H (2.73, -5.49, -1.15)  0.078
H (-4.06, 0.95, 4.40)  0.080
H (5.67, -1.80, -3.92)  0.068
H (5.76, 2.99, 0.56)  0.104
H (3.26, -6.59, 4.32)  0.088
H (-7.75, 2.31, -6.15)  0.075
H (-7.96, 3.57, -0.06)  0.078
H (0.09, 2.57, 0.71)  0.076
H (1.78, 2.34, 7.96)  0.058
H (1.81, -4.00, -1.47)  0.071
H (3.44, 3.20, -0.95)  0.074
H (8.61, -0.28, -0.44)  0.067
H (1.14, 0.45, -0.90)  0.132
H (7.43, -0.69, 1.69)  0.138
H (-2.87, 6.09, 1.80)  0.116
H (-5.53, 1.25, -6.07)  0.124
H (2.24, -7.79, -2.60)  0.079
H (6.62, -0.26, -6.93)  0.075
H (0.97, -3.94, 4.71)  0.081
H (-2.83, -3.81, 2.80)  0.133
H (4.96, 1.49, -4.21)  0.087

Computed properties:
HOMO-LUMO gap = 9.93 eV
calculated total energy = -2864.25891 Ha
relative energy (zero: lowest compared OMol25 entry of this formula, charge and spin) = 110.7 kcal per mole
HOMO level = -9.75 eV
LUMO = 0.176 eV